The following is a DFT calculation (wB97M-V/def2-TZVPD) of a structure of composition C7H18AlLuO at a distorted geometry.

XYZ file:
```
28
Properties=species:S:1:pos:R:3:forces:R:3
C -0.9528 4.6445 -1.3980 -0.234 -0.362 -0.151
C -0.5965 3.2422 -1.7994 0.516 0.439 -0.387
O 0.4540 2.7781 -0.9701 -0.091 -0.122 -0.018
C 0.7189 1.4042 -1.0320 -0.211 0.115 0.907
C 0.7366 0.8829 0.4116 0.039 -0.421 -0.689
C 1.2016 -0.5873 0.4573 -0.347 0.494 0.371
C -0.0188 -1.5022 0.4392 0.768 0.372 0.393
C 0.3604 -2.9756 0.3251 -1.269 -0.603 0.000
Al -0.1191 -3.8361 2.1052 1.618 2.224 -0.256
H -1.6453 5.0372 -2.1307 -0.287 0.172 -0.064
H -0.0773 5.2727 -1.4111 0.305 0.206 0.158
H -1.4172 4.6379 -0.4214 -0.062 0.231 0.265
H -0.2269 3.2630 -2.8293 0.037 -0.163 -0.223
H -1.4592 2.5763 -1.7884 -0.114 -0.237 0.227
H 1.6780 1.1979 -1.5012 0.170 0.136 -0.281
H -0.0888 0.8944 -1.5500 0.016 -0.183 -0.455
H -0.2907 0.9405 0.7481 -0.249 0.162 0.393
H 1.3352 1.5195 1.0468 0.238 0.173 0.055
H 1.7732 -0.7216 1.3696 0.186 -0.256 0.143
H 1.8486 -0.8150 -0.3815 0.207 -0.060 -0.196
H -0.6357 -1.1983 -0.3986 -0.354 -0.232 -0.255
H -0.5907 -1.2544 1.3315 -0.273 -0.027 0.227
H -0.2860 -3.4393 -0.4122 0.126 -0.270 -0.394
H 1.3944 -3.1587 0.0694 0.324 -0.159 0.121
H -1.7719 -3.6864 2.2887 -0.914 -1.840 -0.138
H 0.6798 -3.3572 3.3691 -0.284 -0.416 0.234
H -0.0554 -5.5072 1.9436 -0.843 -1.438 -0.118
Lu -1.9485 -6.2520 2.1187 0.982 2.066 0.132
```
Forces are in eV/Å.

Computed properties:
HOMO level (eV): -13.60
Gap between HOMO and LUMO (eV): 1.6677
LUMO energy (eV): -11.94
Calculated total energy (Ha): -1829.81345
Total charge: +2

Löwdin atomic charge list, values in e, 6 entries: number 1, C, carries -0.056; number 2, C, carries -0.262; number 3, O, carries -0.099; number 4, C, carries -0.214; number 5, C, carries -0.143; number 6, C, carries -0.191